217
Properties=species:S:1:pos:R:3 method="wB97M-V/def2-TZVPD" gap_ha=0.2711 energy_ha=-4500.84507 total_charge=+5 lumo_energy_ha=-0.349 mol_weight_g_mol=1298.474 largest_force_ha_per_bohr=0.099 e_homo_ev=-16.88
H 6.909 -0.845 -2.111
C -8.893 5.896 1.055
H -0.789 3.208 2.239
N 2.514 2.124 -3.790
C 7.340 -0.012 5.602
H 1.355 -0.753 4.003
C 1.853 -5.553 3.610
H 7.027 -0.486 -5.804
C 8.798 -1.501 6.808
H -1.539 1.064 -5.227
H -0.135 -6.304 1.436
H 6.723 0.003 6.508
O -6.232 2.646 0.628
H -8.997 3.024 0.557
H -7.165 4.867 0.759
C -5.595 -1.085 4.580
C -8.958 4.878 -2.458
C 3.327 -1.169 -6.820
H 3.970 -0.364 -7.176
H -5.594 0.607 0.144
H -0.592 -6.358 -0.993
C -1.702 -3.830 -1.089
H 2.713 -5.867 4.210
H -1.345 1.803 -3.658
H -1.716 5.140 5.121
H 2.507 -4.265 5.776
C -2.179 4.204 4.804
H -9.137 3.313 2.264
H -3.765 -3.490 1.140
H -2.853 3.965 5.634
H 1.540 1.316 -5.387
H 1.976 0.306 5.187
F 4.481 -4.272 0.874
C -2.056 -3.245 3.686
O 2.096 -0.450 -2.335
C -0.125 -5.485 -0.527
H -1.072 -2.879 3.979
C 5.022 2.724 -6.846
H -1.115 -3.235 -4.485
O -8.494 5.408 -1.209
H -9.257 5.649 -3.169
H 5.878 -3.170 -2.010
H 2.577 2.764 -1.147
H 0.119 3.743 0.156
O -3.232 -5.197 2.887
C 0.613 -5.966 0.718
H -3.460 5.626 3.832
H -6.754 2.631 2.628
H 0.766 -4.090 1.640
H -4.807 -3.343 3.525
C -3.730 -2.615 1.784
H 8.086 -0.464 -4.304
H -7.579 1.443 1.634
B 3.703 -4.787 -0.178
F 2.785 -3.784 -0.607
C 4.550 1.442 -0.483
O -1.275 3.180 4.586
H -9.839 4.241 -2.352
H -3.484 4.626 -4.442
C 0.323 6.572 0.055
O -4.670 -1.312 3.522
H -3.740 -1.805 1.050
C 3.426 -2.989 -5.259
H -5.553 4.606 -2.787
H 5.358 -0.197 -2.707
H 5.691 -1.937 4.688
H 2.960 4.042 -5.883
H 8.048 0.801 5.776
C -4.856 -2.515 2.813
O 0.262 -2.186 1.449
H 0.989 -3.286 5.900
C 6.481 0.032 4.349
C -0.603 4.464 0.554
C 0.381 -1.214 0.684
H 3.426 -2.491 3.873
H 9.514 -2.323 6.770
O -1.119 -4.607 -0.058
H 3.506 -4.390 -3.654
H -2.495 -6.340 1.317
H -8.150 4.279 -2.872
H 1.227 -6.448 3.639
C 1.280 -0.270 -1.383
H 1.888 -4.330 0.476
H 2.361 -2.818 -5.080
H 2.372 -1.431 5.337
C 5.143 -1.568 2.765
H -2.762 -2.793 4.380
H -2.058 1.373 5.288
H -3.763 3.994 3.150
C 6.032 -1.064 -2.727
C 2.457 -5.182 2.262
C -1.743 1.846 4.355
N 1.399 -4.799 1.241
O 8.049 -1.249 5.653
H 3.343 -2.989 -2.139
H 9.420 -0.639 7.065
H -5.648 -1.985 5.192
C -3.040 -6.458 2.259
H 1.270 -6.819 0.561
H 3.065 -4.290 2.406
H 8.143 -1.800 7.632
C -7.196 2.468 1.638
H 4.826 2.220 -7.797
H -0.938 1.190 4.031
H -1.639 -2.852 1.661
H -0.082 -2.033 -3.650
H 1.024 3.061 -4.970
H 6.984 -1.894 3.809
C 2.232 -0.602 4.642
H 5.475 -2.437 2.197
H 3.103 -5.949 1.841
H -2.660 5.518 1.774
H -1.355 5.601 2.643
C 3.709 -1.653 3.230
C 1.298 -1.225 -0.389
C -0.604 0.010 0.802
O 0.041 5.596 1.057
H -3.013 -1.631 -3.724
C -5.019 3.731 -2.417
C 2.821 2.980 -6.101
C -8.432 3.334 1.433
F 4.513 -5.159 -1.223
H 5.992 2.348 -6.526
H 0.843 7.384 0.561
H -3.886 0.497 -4.536
N -2.342 -2.566 2.348
O -0.105 1.629 -2.317
H 5.500 0.938 -0.325
H 3.742 0.713 -0.599
O 1.194 -4.413 4.139
H 5.154 3.768 -7.140
C 1.820 2.336 -5.133
N 6.111 -1.381 3.942
H 4.333 2.092 0.367
H 3.668 3.938 -3.670
O 4.096 2.415 -5.802
N 3.995 -2.572 -2.808
O -1.395 0.090 1.766
H -5.350 -0.185 5.143
C 0.254 0.848 -1.341
H -2.088 -1.577 2.468
C -9.516 5.687 -0.286
H -2.501 1.875 3.571
H 3.593 -3.683 -6.084
C -1.456 3.824 1.646
H 3.746 4.087 -1.167
H 5.274 -0.722 2.092
C -3.138 3.721 -3.940
N -2.109 4.945 2.412
H 5.088 -3.912 -4.104
C 4.075 -3.529 -4.007
O -1.434 -1.158 -4.832
H 1.047 6.202 -0.675
C -0.585 0.995 -0.216
H 2.385 -0.695 -6.510
H -2.425 -3.096 -0.737
H -2.512 -7.112 2.954
H -5.756 3.117 -1.897
O -4.307 3.037 -3.448
H 0.150 -2.314 -5.367
H -2.253 3.308 1.113
H 0.573 -5.029 -1.234
H -1.599 3.344 -5.263
C -5.306 1.580 0.551
H -4.368 3.942 -1.560
H 3.091 -1.593 2.326
H -2.396 3.811 -3.143
H 2.023 4.077 -2.984
C 3.450 3.169 -1.679
H -6.578 -0.806 4.186
H 5.588 0.618 4.547
H -2.291 -4.548 -1.672
H 1.038 -5.006 6.139
H 7.048 0.497 3.544
H 4.979 -2.022 -1.073
C 7.077 -0.404 -4.719
H -4.466 1.868 -0.083
C -2.973 0.489 -3.946
C -2.280 -0.819 -3.727
H -0.930 -3.413 -1.740
C -2.542 2.848 -5.021
H -1.394 1.710 -0.218
H 3.357 1.653 -4.132
H 2.536 2.819 -7.142
H -9.672 5.976 1.815
H -0.638 6.879 -0.359
H -5.850 -2.546 2.360
H -1.211 4.639 -0.344
H -8.391 6.860 1.160
N -7.945 4.779 1.411
H -10.064 6.579 -0.604
H -10.258 4.886 -0.206
O 4.462 2.206 -1.698
H -7.618 5.057 2.334
C -0.604 -2.276 -4.584
H -4.003 -6.879 1.975
O 6.275 -1.343 -4.067
O 3.437 -0.447 3.908
N -1.961 1.554 -4.440
H -3.250 0.918 -2.984
C -3.025 4.651 3.613
H 3.566 -1.676 -3.021
H 3.127 -1.911 -7.597
F 2.978 -5.894 0.281
H -1.715 -0.852 -2.791
H -4.911 1.405 1.556
C 2.892 3.432 -3.099
C 1.445 -4.198 5.521
H -3.138 2.621 -5.900
H 1.992 1.506 -3.172
H 2.087 -1.965 -0.376
H -1.154 -5.041 2.954
O 3.981 -1.741 -5.735
C 5.289 -2.258 -2.092
H -1.889 -5.223 4.500
C -2.046 -4.758 3.523
H 6.810 0.660 -4.639

=====

132
Properties=species:S:1:pos:R:3 method="wB97M-V/def2-TZVPD" gap_ha=0.3234 energy_ha=-33980.47459 smiles="O=[N+]([O-])c1ccccc1.O=[N+]([O-])c1ccccc1.O=[N+]([O-])c1ccccc1.O=[N+]([O-])c1ccccc1.O=[N+]([O-])c1ccccc1.O=[N+]([O-])c1ccccc1.BrCCBr.BrCCBr.BrCCBr.BrCCBr.BrCCBr.BrCCBr" total_charge=0 lumo_energy_ha=-0.035 mol_weight_g_mol=1865.838 largest_force_ha_per_bohr=0.107 e_homo_ev=-9.76
O -4.600 5.054 -2.738
O -3.079 -4.293 8.366
C 4.411 -5.771 2.960
C 4.852 -4.612 3.876
H 5.365 0.513 -1.632
H 0.890 -6.562 -1.140
Br -4.158 -0.886 -0.372
O 4.123 2.930 -7.772
Br 5.915 -7.104 2.756
C 0.909 -7.521 -0.623
C -3.470 3.036 1.562
C -2.471 0.718 -4.826
H -2.458 7.222 -4.050
O -0.942 -1.294 -2.983
C 4.645 3.057 -5.029
H -4.868 -3.214 -1.155
C -1.882 6.748 -3.269
C 1.189 -2.805 0.333
H 3.565 -1.642 -0.327
H -2.084 2.076 8.351
H -0.146 -3.849 3.152
C -3.668 3.773 -1.093
C 0.075 -7.481 0.613
C 4.525 -0.176 -1.550
H -2.432 -5.667 6.191
H -1.595 0.118 -5.075
C 1.715 -2.963 -4.561
H -0.606 3.976 8.848
C 0.243 4.022 6.879
N -3.912 4.061 -2.534
C 0.239 -0.224 0.213
H 0.839 4.905 7.060
O -2.327 -2.343 8.491
C -0.624 4.819 -2.452
C -3.912 -2.690 -1.144
H 2.704 -3.244 -4.924
H -0.168 0.775 0.144
H -2.039 2.337 -1.302
H 3.599 0.351 -1.780
H 0.764 -2.708 -6.447
C 1.385 -1.920 1.404
C -2.030 -4.777 5.729
Br 0.063 -8.873 -1.826
H -3.308 2.765 2.595
H 1.975 -7.713 -0.499
H -2.231 1.273 -3.919
C -1.392 -4.883 4.546
N -0.555 1.804 3.947
H 3.582 -6.341 3.381
O 0.004 2.421 3.106
C -4.289 4.104 1.220
O -0.652 0.710 -2.188
C -1.286 6.572 -0.924
H -1.899 -2.595 -0.247
O -1.253 0.844 3.778
C -0.502 2.350 5.354
Br 0.781 -6.171 1.855
H -3.640 -2.509 -2.184
H 5.760 3.367 -3.150
C 0.579 -2.333 -0.812
H -1.516 -1.455 6.366
C -2.713 2.388 0.644
C -1.447 -2.400 5.849
H -5.107 5.227 -0.412
C -2.908 1.768 -5.907
H 1.657 2.375 -2.678
C -2.695 -3.319 -0.417
H -2.945 -3.737 0.558
Br -4.023 -0.452 -4.417
Br 4.613 -1.547 -2.999
C -0.573 3.556 7.854
N 0.121 4.672 -0.063
Br 1.904 -0.486 -6.078
Br 3.339 -3.430 4.227
C -1.244 5.530 -3.497
H -4.800 4.641 2.006
H -0.140 -1.739 4.286
H 0.933 0.047 2.222
H 1.894 -2.420 -3.632
C 0.310 3.402 5.641
C 2.232 2.594 -4.700
H -3.194 1.365 -6.879
C 0.909 -2.127 -5.536
H 0.945 3.885 4.913
N 3.097 2.912 -6.979
C -0.527 5.416 -1.157
N -2.482 -3.391 7.880
C 4.417 -0.965 -0.275
H 1.532 -3.819 0.478
C -1.427 2.496 7.603
Br -1.337 2.995 -6.180
C 3.767 2.706 -2.804
C 3.378 2.788 -5.547
O 1.984 3.032 -7.331
H 1.241 2.506 -5.118
H 1.871 -2.276 2.300
H -1.146 5.059 -4.464
H -3.706 2.414 -5.542
H 0.045 3.990 -2.632
Br 4.095 0.182 1.331
H 0.246 -2.995 -1.598
C 0.814 -0.644 1.400
H -0.947 -7.178 0.385
H -1.991 1.008 6.187
C 4.826 3.088 -3.616
C 2.505 2.464 -3.340
H 4.060 -5.479 1.970
C -0.709 -3.758 4.069
C 0.068 -1.019 -0.875
O -3.560 3.304 -3.399
C -1.833 7.278 -2.020
Br -1.959 -4.819 -1.516
H 0.100 -8.421 1.164
C -2.006 -3.511 6.459
H -2.327 8.224 -1.853
O 0.233 5.219 1.044
H 5.712 -4.086 3.460
N -0.632 -0.488 -2.091
C -1.423 1.916 6.324
O 0.484 3.516 -0.295
H -0.059 -1.782 -5.174
H -1.395 6.987 0.067
C -0.722 -2.551 4.696
H 5.099 -4.896 4.899
H 5.468 3.171 -5.719
H -1.269 -5.848 4.077
C -2.787 2.775 -0.657
H -2.076 1.601 1.022
H 3.845 2.702 -1.727
Br 0.742 -4.616 -4.195
H 5.338 -1.527 -0.119
C -4.416 4.448 -0.126